No. 1
{
  "formula": "C24H74N2O20",
  "method": "ωB97M-V/def2-TZVPD",
  "elements": ["C", "C", "C", "O", "C", "N", "H", "H", "H", "H", "H", "H", "H", "H", "H", "H", "H", "C", "C", "C", "O", "C", "N", "H", "H", "H", "H", "H", "H", "H", "H", "H", "H", "H", "C", "C", "O", "O", "H", "H", "H", "H", "H", "H", "C", "C", "O", "O", "H", "H", "H", "H", "H", "H", "C", "C", "O", "O", "H", "H", "H", "H", "H", "H", "C", "C", "O", "O", "H", "H", "H", "H", "H", "H", "C", "C", "O", "O", "H", "H", "H", "H", "H", "H", "C", "C", "O", "O", "H", "H", "H", "H", "H", "H", "C", "C", "O", "O", "H", "H", "H", "H", "H", "H", "C", "C", "O", "O", "H", "H", "H", "H", "H", "H", "O", "H", "H", "O", "H", "H"],
  "positions_angstrom": [[-0.310, -3.605, -2.016], [-1.718, -3.450, -1.423], [-2.628, -4.642, -1.671], [-2.932, -4.924, -3.012], [-3.899, -5.991, -3.130], [-1.568, -3.273, -0.008], [0.309, -2.735, -1.798], [-0.415, -3.757, -3.090], [0.217, -4.475, -1.624], [-2.111, -2.485, -1.744], [-3.523, -4.479, -1.070], [-2.125, -5.510, -1.245], [-3.558, -6.889, -2.614], [-3.957, -6.171, -4.203], [-4.890, -5.669, -2.810], [-1.002, -2.438, 0.048], [-2.518, -3.022, 0.228], [4.096, 1.041, -0.028], [5.139, 0.138, 0.589], [4.580, -0.541, 1.813], [5.496, -1.368, 2.494], [4.901, -1.851, 3.717], [5.428, -0.823, -0.461], [3.268, 0.446, -0.413], [4.548, 1.747, -0.726], [3.625, 1.679, 0.719], [6.083, 0.639, 0.803], [3.700, -1.163, 1.652], [4.330, 0.277, 2.489], [5.595, -2.412, 4.343], [3.949, -2.369, 3.601], [4.908, -0.904, 4.257], [5.957, -1.526, 0.036], [4.574, -1.314, -0.685], [-2.293, 2.305, 2.598], [-2.529, 2.723, 4.043], [-1.532, 2.113, 4.831], [-1.279, 2.988, 1.985], [-3.205, 2.421, 2.013], [-2.032, 1.248, 2.546], [-3.507, 2.406, 4.404], [-2.622, 3.807, 4.120], [-0.681, 2.408, 4.497], [-0.479, 2.841, 2.495], [2.035, 1.366, 5.051], [1.764, 1.832, 3.646], [0.911, 2.997, 3.540], [2.877, 0.220, 4.971], [1.083, 1.235, 5.567], [2.546, 2.191, 5.547], [1.373, 0.993, 3.071], [2.672, 1.971, 3.060], [1.371, 3.818, 3.727], [3.143, -0.078, 5.843], [0.271, 4.966, -0.580], [1.678, 4.315, -0.654], [2.720, 5.250, -0.890], [-0.302, 4.961, -1.802], [0.279, 5.990, -0.207], [-0.298, 4.437, 0.185], [1.623, 3.593, -1.469], [1.933, 3.923, 0.330], [2.600, 5.595, -1.777], [-0.541, 4.047, -1.973], [-3.104, 1.873, -4.408], [-2.014, 2.510, -5.317], [-2.483, 2.592, -6.596], [-4.175, 2.814, -4.096], [-2.641, 1.547, -3.477], [-3.681, 1.103, -4.920], [-1.100, 1.925, -5.415], [-1.575, 3.437, -4.947], [-3.124, 3.302, -6.673], [-4.252, 3.446, -4.815], [-4.100, -1.059, 2.175], [-4.355, -2.419, 2.811], [-5.721, -2.916, 2.601], [-4.023, -1.157, 0.747], [-3.127, -0.786, 2.583], [-4.830, -0.296, 2.447], [-4.195, -2.352, 3.887], [-3.626, -3.167, 2.500], [-5.937, -2.798, 1.673], [-4.747, -1.647, 0.350], [1.742, -0.185, -5.698], [2.047, 1.290, -5.523], [2.281, 1.593, -4.182], [3.009, -0.873, -5.708], [1.154, -0.446, -6.578], [1.215, -0.533, -4.810], [1.243, 1.956, -5.836], [2.981, 1.579, -6.005], [3.017, 1.087, -3.829], [3.431, -0.781, -4.850], [0.322, 0.181, -0.404], [-0.046, 0.886, -1.729], [-0.769, 2.058, -1.500], [-0.817, -0.369, 0.235], [0.763, 0.892, 0.295], [1.027, -0.649, -0.451], [-0.466, 0.158, -2.424], [0.869, 1.187, -2.240], [-1.620, 1.783, -1.152], [-1.550, 0.250, 0.261], [0.978, -1.971, 3.084], [-0.433, -1.531, 3.452], [-1.019, -2.023, 4.657], [0.988, -3.347, 2.897], [1.523, -1.730, 3.996], [1.471, -1.517, 2.224], [-1.072, -1.865, 2.634], [-0.500, -0.448, 3.353], [-1.644, -1.334, 4.894], [0.416, -3.735, 3.563], [-3.070, 1.020, -0.310], [-3.756, 1.656, -0.109], [-3.469, 0.170, -0.125], [3.260, -2.102, -1.585], [3.417, -2.649, -2.355], [2.766, -2.664, -0.988]],
  "mulliken_charge": [-1.188, 1.402, -0.821, -0.300, -0.894, -0.692, 0.002, 0.374, 0.330, 0.095, 0.257, 0.301, 0.303, 0.256, 0.363, -0.090, -0.054, -0.695, 0.183, 0.347, -0.521, -0.513, -0.750, -0.249, 0.400, 0.059, 0.462, -0.055, -0.003, 0.371, 0.205, 0.179, 0.375, 0.317, 0.352, -0.729, -0.556, -0.439, 0.231, -0.269, 0.433, 0.237, 0.371, 0.305, -0.807, 0.510, -0.541, -0.323, 0.348, 0.431, -0.634, 0.532, 0.241, 0.258, -0.006, 0.649, -0.637, -0.648, 0.441, -0.296, -0.089, -0.055, 0.326, 0.221, 0.030, -0.266, -0.528, -0.457, -0.081, 0.247, 0.005, 0.320, 0.339, 0.250, 0.002, -1.136, 0.025, 3.184, -0.517, 0.180, 0.240, 0.115, 0.050, -1.538, -0.251, -0.401, -0.407, -0.579, 0.361, 0.177, 0.314, 0.300, 0.186, 0.306, -0.177, -0.407, 0.187, 0.593, -0.305, -0.231, 0.056, 0.065, 0.101, -0.294, 0.374, 1.363, -0.711, -0.612, 0.282, -0.529, -0.131, -0.692, 0.406, 0.401, -0.697, 0.204, -0.181, -0.674, 0.265, 0.259],
  "s2": 0.75,
  "e_lumo_ev": [1.69, 1.69],
  "total_charge": -1,
  "orbital_gap_ev": [1.7782, 8.1716],
  "multiplicity": 2,
  "e_homo_ev": [-0.1, -6.5]
}

=====

No. 2
{
  "formula": "C24H74N3O19",
  "method": "ωB97M-V/def2-TZVPD",
  "elements": ["C", "O", "C", "C", "C", "C", "C", "C", "C", "C", "C", "C", "C", "N", "C", "C", "O", "C", "O", "C", "C", "C", "O", "C", "N", "C", "C", "C", "C", "C", "N", "O", "H", "H", "H", "H", "H", "H", "H", "H", "H", "H", "H", "H", "H", "H", "H", "H", "H", "H", "H", "H", "H", "H", "H", "H", "H", "H", "H", "H", "H", "H", "H", "H", "H", "H", "H", "H", "H", "H", "H", "H", "H", "H", "H", "H", "H", "H", "O", "H", "H", "O", "H", "H", "O", "H", "H", "O", "H", "H", "O", "H", "H", "O", "H", "H", "O", "H", "H", "O", "H", "H", "O", "H", "H", "O", "H", "H", "O", "H", "H", "O", "H", "H", "O", "H", "H", "O", "H", "H"],
  "positions_angstrom": [[-2.445, -1.522, 3.822], [-3.834, -1.276, 3.795], [-4.293, -0.794, 2.544], [-3.679, 0.558, 2.134], [-3.713, 1.623, 3.244], [-2.514, 2.594, 3.195], [-2.262, 3.305, 1.860], [-0.954, 4.148, 1.919], [0.055, 3.935, 0.774], [-0.539, 3.976, -0.652], [-0.496, 2.684, -1.494], [0.841, 1.877, -1.450], [0.612, 0.482, -0.963], [1.026, -0.572, -1.605], [1.886, -0.587, -2.797], [3.293, -0.079, -2.505], [3.891, -1.028, -1.608], [5.181, -1.322, -1.810], [5.647, -2.309, -1.432], [0.546, -1.847, -1.003], [0.197, -2.954, -2.006], [-0.593, -4.117, -1.372], [-0.188, -4.432, -0.044], [-0.476, -5.364, -2.302], [0.711, -6.172, -2.066], [-0.661, -1.328, -0.206], [-0.157, 0.061, 0.263], [0.597, 0.120, 1.610], [1.583, -1.034, 1.895], [2.173, -0.887, 3.292], [3.369, -0.164, 3.378], [1.652, -1.399, 4.235], [-2.239, -2.327, 4.531], [-2.079, -1.848, 2.833], [-1.886, -0.613, 4.095], [-4.049, -1.548, 1.770], [-5.384, -0.721, 2.604], [-2.637, 0.381, 1.831], [-4.204, 0.932, 1.242], [-3.657, 1.110, 4.215], [-4.668, 2.162, 3.257], [-2.684, 3.362, 3.956], [-1.625, 2.012, 3.491], [-3.102, 3.994, 1.691], [-2.255, 2.608, 1.009], [-0.428, 3.856, 2.837], [-1.194, 5.211, 2.040], [0.604, 3.005, 0.971], [0.804, 4.736, 0.847], [-1.595, 4.270, -0.577], [-0.045, 4.761, -1.236], [-1.353, 2.034, -1.270], [-0.634, 2.983, -2.542], [1.591, 2.372, -0.821], [1.268, 1.810, -2.455], [1.965, -1.615, -3.149], [1.432, 0.021, -3.590], [3.835, -0.040, -3.461], [3.307, 0.932, -2.082], [5.757, -0.558, -2.351], [1.335, -2.238, -0.351], [-0.428, -2.523, -2.802], [1.102, -3.355, -2.482], [-1.654, -3.845, -1.307], [0.760, -4.288, 0.062], [-1.347, -5.993, -2.098], [-0.493, -5.013, -3.340], [1.558, -5.631, -1.929], [0.581, -6.825, -1.306], [-1.014, -1.992, 0.580], [-1.410, -1.097, -0.975], [-1.034, 0.705, 0.409], [1.102, 1.085, 1.745], [-0.181, 0.081, 2.382], [1.020, -1.976, 1.931], [2.381, -1.097, 1.146], [3.213, 0.820, 3.168], [3.721, -0.231, 4.330], [2.947, -7.122, -4.492], [2.190, -6.800, -3.988], [3.683, -6.619, -4.128], [3.205, 3.268, -2.895], [2.736, 4.104, -2.796], [3.953, 3.496, -3.466], [-7.416, 3.067, 3.545], [-8.153, 3.032, 2.922], [-7.561, 2.329, 4.145], [-2.847, -6.537, -4.124], [-3.769, -6.560, -3.844], [-2.571, -7.462, -4.108], [5.022, 4.608, -5.211], [4.446, 4.950, -5.902], [5.837, 4.387, -5.679], [-2.018, 5.177, 5.223], [-2.868, 5.573, 5.446], [-1.359, 5.771, 5.595], [7.571, 5.954, -5.409], [8.432, 6.320, -5.185], [7.174, 5.736, -4.558], [1.253, 3.083, 4.312], [2.062, 3.528, 4.589], [0.771, 2.923, 5.132], [4.285, -6.389, -1.849], [5.212, -6.130, -1.812], [4.139, -6.884, -1.037], [-1.120, -4.189, 6.550], [-0.604, -3.419, 6.290], [-2.002, -4.029, 6.199], [-4.849, 4.605, 3.574], [-4.709, 5.218, 2.845], [-5.802, 4.432, 3.557], [-2.572, -7.161, -7.187], [-2.674, -7.068, -6.233], [-1.624, -7.232, -7.334], [7.889, 3.446, -3.708], [7.458, 2.900, -4.373], [8.374, 2.819, -3.160], [-8.261, 2.303, 0.749], [-7.408, 2.099, 0.355], [-8.913, 1.947, 0.137]],
  "mulliken_charge": [0.754, -0.460, -0.963, 0.759, -0.728, -0.224, 0.045, -1.195, 0.153, -1.118, -1.204, -0.734, -0.245, 0.462, -1.143, -0.394, -0.304, 0.056, -0.379, 0.616, -1.549, 0.230, -0.596, -1.126, -0.408, -1.627, 1.971, -0.295, 0.098, -0.198, -0.534, -0.571, -0.295, -0.283, 0.103, 0.340, 0.412, -0.871, 0.531, 0.380, 0.172, 0.263, 0.064, 0.298, 0.081, 0.303, 0.319, -0.314, 0.411, 0.429, 0.463, 0.525, 0.463, 0.690, 0.672, 0.339, 0.556, 0.681, 0.253, 0.374, -0.061, 0.236, 0.506, 0.509, 0.409, 0.407, 0.362, 0.157, 0.218, 0.418, 0.568, -0.502, 0.557, -0.423, 0.262, 0.289, 0.243, 0.354, -0.657, 0.311, 0.302, -0.528, 0.271, 0.262, -0.580, 0.294, 0.268, -0.644, 0.292, 0.348, -0.605, 0.289, 0.319, -0.566, 0.276, 0.271, -0.621, 0.298, 0.309, -0.541, 0.241, 0.297, -0.560, 0.301, 0.282, -0.635, 0.327, 0.323, -0.565, 0.303, 0.263, -0.648, 0.339, 0.321, -0.571, 0.296, 0.294, -0.597, 0.301, 0.308],
  "e_lumo_ev": -3.10,
  "total_charge": 1,
  "orbital_gap_ev": 8.4434,
  "e_homo_ev": -11.5
}

=====

DFT total energy across the listed records, respectively: -70011.1212; -69455.5526 eV.